No. 1
# C29H43BN5O

A cluster of 5 separate species, C29H43BN5O in total (ωB97M-V/def2-TZVPD, the OMol25 dataset).

```
79
Properties=species:S:1:pos:R:3
C 2.826 -3.399 0.134
N 2.919 -2.251 1.012
C 4.010 -1.288 0.711
B 3.605 -0.078 -0.287
O 2.599 0.766 0.425
C 1.605 1.442 -0.254
C 0.278 1.503 0.564
C 0.523 1.177 2.038
C -0.855 0.643 -0.017
C -0.594 -0.876 -0.064
C -1.858 -1.679 0.241
C 0.017 -1.323 -1.401
H 3.757 -3.524 -0.443
H 2.659 -4.327 0.690
H 2.014 -3.306 -0.598
H 2.961 -2.555 1.972
H 4.868 -1.856 0.295
H 4.357 -0.884 1.672
H 3.136 -0.535 -1.349
H 4.626 0.593 -0.572
H 1.893 2.488 -0.467
H 1.412 0.961 -1.227
H -0.091 2.537 0.525
H 1.194 1.914 2.488
H 1.020 0.215 2.151
H -0.421 1.183 2.597
H -1.760 0.846 0.575
H -1.076 0.990 -1.036
H 0.147 -1.101 0.709
H -1.626 -2.719 0.484
H -2.521 -1.686 -0.634
H -2.420 -1.261 1.082
H -0.300 -2.339 -1.661
H 1.106 -1.292 -1.380
H -0.288 -0.665 -2.221
N 1.222 5.114 -0.120
C 2.339 5.766 -0.425
C 2.752 6.919 0.229
C 1.964 7.414 1.256
C 0.805 6.732 1.591
C 0.481 5.588 0.876
H 2.935 5.343 -1.227
H 3.671 7.409 -0.062
H 2.251 8.312 1.789
H 0.161 7.075 2.390
H -0.416 5.025 1.112
N 2.925 -7.072 0.529
C 2.965 -8.190 1.247
C 2.639 -9.439 0.737
C 2.250 -9.527 -0.591
C 2.204 -8.368 -1.348
C 2.551 -7.167 -0.743
H 3.272 -8.083 2.282
H 2.689 -10.316 1.368
H 1.986 -10.483 -1.027
H 1.906 -8.385 -2.387
H 2.527 -6.236 -1.299
N -6.048 -1.188 3.105
C -5.491 -0.978 1.914
C -5.444 -1.935 0.910
C -5.994 -3.181 1.159
C -6.570 -3.416 2.398
C -6.572 -2.390 3.330
H -5.057 0.003 1.753
H -4.970 -1.708 -0.035
H -5.970 -3.956 0.403
H -7.007 -4.375 2.642
H -7.016 -2.541 4.309
N -1.617 7.780 -2.455
C -0.728 6.804 -2.279
C -0.824 5.553 -2.875
C -1.911 5.302 -3.696
C -2.847 6.307 -3.889
C -2.654 7.522 -3.250
H 0.104 7.026 -1.621
H -0.074 4.801 -2.673
H -2.026 4.338 -4.175
H -3.713 6.156 -4.520
H -3.369 8.328 -3.380
```

Output
- Orbital gap: 6.11 eV
- Largest force on an atom: 0.4 eV Å⁻¹
- Net charge: -1
- E_LUMO: 0.090 hartree

No. 2
# C29H43F5N6O5S2Sb2TeW

A structure of composition C29H43F5N6O5S2Sb2TeW at a distorted geometry (ωB97M-V/def2-TZVPD, the OMol25 dataset).

```
94
Properties=species:S:1:pos:R:3
W 0.277 1.711 0.192
O -2.943 2.028 -4.904
C -3.562 2.736 -3.959
O -4.527 3.404 -4.179
C -2.962 2.713 -2.586
C -3.429 3.467 -1.524
N -2.685 3.151 -0.450
N -1.774 2.250 -0.739
C -1.907 1.978 -2.031
C -0.900 1.029 -2.497
O -0.847 0.626 -3.669
O -0.101 0.605 -1.588
H -2.147 1.569 -4.577
H -4.225 4.192 -1.496
H -2.645 3.627 0.446
C 3.597 0.079 2.033
Sb 2.015 -0.624 0.803
C 1.191 -2.212 1.941
C 3.262 -1.675 -0.645
C 2.853 -3.041 -1.132
C 2.784 -4.091 -0.219
C 2.435 -5.376 -0.603
C 2.159 -5.645 -1.935
C 2.266 -4.630 -2.867
C 2.627 -3.332 -2.492
C 2.787 -2.314 -3.576
Sb 0.923 -1.229 -3.842
C -0.457 -2.365 -2.705
C 0.322 -1.494 -5.858
H 3.693 -0.585 2.891
H 3.361 1.082 2.374
H 4.532 0.070 1.474
H 1.992 -2.793 2.391
H 0.587 -2.850 1.298
H 0.577 -1.768 2.718
H 4.203 -1.758 -0.096
H 3.440 -0.975 -1.458
H 3.037 -3.900 0.816
H 2.396 -6.168 0.133
H 1.896 -6.646 -2.251
H 2.105 -4.855 -3.915
H 2.954 -2.798 -4.542
H 3.609 -1.619 -3.423
H -0.385 -3.410 -3.004
H -1.451 -1.977 -2.916
H -0.215 -2.272 -1.648
H 0.068 -2.544 -6.000
H 1.136 -1.217 -6.524
H -0.547 -0.868 -6.042
S -1.249 0.015 1.349
C -2.760 -0.589 0.733
N -3.230 -0.424 -0.495
C -4.516 -0.960 -0.961
C -5.453 -1.113 0.221
C -4.760 -1.917 1.306
N -3.457 -1.309 1.599
H -2.701 0.159 -1.111
H -4.352 -1.922 -1.451
H -4.921 -0.269 -1.698
H -6.362 -1.622 -0.094
H -5.730 -0.131 0.606
H -4.620 -2.954 0.994
H -5.342 -1.916 2.224
H -3.067 -1.400 2.524
F -1.512 5.224 0.725
Te 0.021 4.667 1.798
F 1.869 2.347 0.936
F -1.169 5.032 3.164
F 0.478 3.227 -0.936
F 1.058 3.935 3.228
O -0.575 2.908 1.471
S 4.763 2.302 -2.401
C 3.458 2.343 -3.501
C 2.316 1.962 -2.878
N 2.462 1.619 -1.553
C 3.704 1.768 -1.184
H 3.585 2.668 -4.520
H 1.341 1.964 -3.337
H 4.045 1.602 -0.173
C 0.253 0.233 6.345
C 0.385 1.528 5.529
C -0.913 2.345 5.614
C 1.579 2.355 6.028
C 0.622 1.149 4.128
N 0.817 0.818 3.046
H 0.070 0.498 7.386
H 1.165 -0.362 6.296
H -0.584 -0.372 5.993
H -1.092 2.607 6.656
H -1.764 1.765 5.253
H -0.839 3.263 5.034
H 1.406 2.619 7.071
H 1.690 3.270 5.449
H 2.504 1.780 5.967
```

Output
- Orbital gap (spin up / spin down): 6.97 / 6.35 eV
- Multiplicity: 3
- Energy above the lowest of the compared OMol25 structures with the same formula, charge and spin: 0.439 eV
- Largest force on an atom: 1.7 eV Å⁻¹
- Net charge: +2
- E_LUMO (spin up / spin down): -0.226 / -0.263 hartree

No. 3
# C29H43IN4O12

A cluster of 2 separate species, C29H43IN4O12 in total at a distorted geometry (ωB97M-V/def2-TZVPD, the OMol25 dataset).

```
89
Properties=species:S:1:pos:R:3
C 4.864 1.478 2.061
C 3.402 1.572 1.286
O 3.318 2.652 0.290
C 2.715 2.204 -0.975
C 1.044 2.268 -0.968
O 0.604 1.056 -0.263
C -0.356 0.261 -1.041
C 0.518 -0.468 -2.265
C 1.722 -1.429 -1.616
O 1.324 -2.868 -1.570
C 2.032 -3.363 -0.348
O 3.391 -3.364 -0.310
C 1.139 -3.865 0.968
C 2.118 -4.008 2.311
O -1.467 1.013 -1.636
C -2.289 1.709 -0.636
C -3.601 0.813 -0.114
O -4.829 1.553 -0.438
C -5.701 0.823 -1.370
N -5.124 0.622 -2.760
C -7.040 1.803 -1.586
C -8.150 1.171 -2.612
N -9.331 0.500 -1.897
C -6.310 -0.594 -0.759
C -6.453 -1.795 -1.865
C -5.039 -2.635 -1.879
I -7.960 -3.203 -1.012
C -3.610 0.632 1.547
C -2.210 0.555 2.451
C -2.386 0.329 4.085
C -3.923 0.208 4.641
N -5.201 0.318 3.860
C -5.014 0.521 2.384
O -0.800 -0.842 -0.125
N -1.450 -1.798 -0.809
O -2.194 -2.318 0.042
H 5.670 0.857 1.471
H 4.744 0.935 3.116
H 5.337 2.528 2.298
H 2.605 1.807 2.144
H 3.179 0.500 0.873
H 3.030 1.081 -1.224
H 3.185 2.857 -1.835
H 0.765 3.279 -0.440
H 0.734 2.334 -2.094
H 1.084 0.308 -2.946
H -0.186 -1.081 -3.009
H 2.717 -1.303 -2.251
H 1.997 -1.137 -0.515
H 0.642 -4.916 0.760
H 0.321 -3.063 1.271
H 1.575 -4.768 3.034
H 2.335 -2.980 2.834
H 3.171 -4.481 2.052
H -2.782 2.634 -1.208
H -1.685 2.188 0.255
H -3.550 -0.205 -0.688
H -5.106 1.507 -3.315
H -4.204 0.131 -2.749
H -7.573 2.013 -0.560
H -6.698 2.867 -2.002
H -7.679 0.473 -3.453
H -8.628 2.084 -3.213
H -9.244 -0.540 -1.914
H -9.423 0.883 -0.930
H -7.391 -0.358 -0.313
H -5.686 -1.023 0.141
H -6.811 -1.456 -2.926
H -4.641 -2.712 -0.779
H -5.232 -3.734 -2.253
H -4.189 -2.088 -2.508
H -1.142 0.656 1.983
H -1.418 0.264 4.751
H -4.034 0.013 5.814
H -6.013 0.616 1.735
O 12.753 1.361 0.464
C 11.559 1.127 0.618
C 10.512 2.041 0.136
C 9.221 1.765 0.334
O 8.232 2.618 -0.119
C 8.796 0.530 1.049
O 7.603 0.313 1.232
C 9.842 -0.396 1.509
C 11.132 -0.121 1.308
O 12.121 -0.988 1.736
H 10.835 2.936 -0.380
H 7.384 2.199 0.148
H 9.517 -1.298 2.012
H 12.968 -0.566 1.475
```

Output
- Orbital gap: 7.00 eV
- SMILES: CCOCCO[C@](CCOC(=O)CC)(OC[C@H](O[C@](N)(CCN)C[C@@H](C)I)c1cccnc1)ON=O.O=C1C=C(O)C(=O)C=C1O
- Largest force on an atom: 9.1 eV Å⁻¹
- Net charge: 0
- E_LUMO: -0.067 hartree

No. 4
# C29H43N11O4Pb

A structure of composition C29H43N11O4Pb (ωB97M-V/def2-TZVPD, the OMol25 dataset).

```
88
Properties=species:S:1:pos:R:3
Pb 0.592 -0.910 -1.434
N -1.037 -2.595 -3.047
N -0.842 -3.968 -2.928
C 0.220 -4.441 -2.245
N 0.372 -5.754 -2.158
N 0.983 -3.488 -1.697
N 2.131 -3.786 -0.996
O 2.478 -4.925 -0.718
O 2.737 -2.791 -0.624
H -1.938 -2.323 -2.674
H -0.935 -2.300 -4.010
H -1.465 -4.610 -3.387
H -0.238 -6.395 -2.638
H 1.179 -6.101 -1.664
O -1.866 -0.630 -1.275
C -2.670 -0.292 -0.364
C -4.114 -0.042 -0.692
C -4.545 1.416 -0.435
C -4.886 1.723 1.022
C -3.708 1.615 1.986
C -3.099 0.217 2.049
N -2.260 -0.119 0.889
H -4.741 -0.721 -0.105
H -4.241 -0.295 -1.741
H -5.423 1.613 -1.049
H -3.759 2.093 -0.786
H -5.677 1.042 1.350
H -5.300 2.731 1.082
H -4.044 1.875 2.991
H -2.926 2.332 1.714
H -3.887 -0.531 2.155
H -2.452 0.127 2.918
H -1.280 -0.298 1.063
C 2.605 3.351 0.069
C 1.209 3.412 0.735
C 0.325 2.618 -0.219
O 1.208 1.649 -0.806
C 2.431 2.354 -1.085
H 3.360 3.007 0.773
H 2.922 4.322 -0.304
H 0.849 4.431 0.866
H 1.226 2.933 1.714
H -0.084 3.257 -1.008
H -0.494 2.086 0.265
H 2.332 2.869 -2.045
H 3.234 1.623 -1.163
N 0.734 0.316 -3.696
C 0.690 1.115 -4.542
N 0.653 2.003 -5.495
C -0.628 2.410 -6.117
C -0.672 1.941 -7.565
C 0.556 2.440 -8.330
C 1.848 1.988 -7.646
C 1.880 2.449 -6.195
H -0.677 3.499 -6.072
H -1.447 2.006 -5.527
H -1.592 2.300 -8.027
H -0.698 0.847 -7.586
H 0.533 3.534 -8.379
H 0.531 2.075 -9.356
H 2.721 2.388 -8.162
H 1.920 0.896 -7.676
H 1.901 3.539 -6.144
H 2.747 2.064 -5.663
N 2.241 -0.730 6.263
C 2.108 -1.162 7.564
C 2.736 -0.787 8.752
C 2.329 -1.445 9.890
C 1.332 -2.442 9.858
C 0.718 -2.807 8.684
C 1.116 -2.151 7.513
N 0.674 -2.312 6.216
C 1.365 -1.462 5.505
C 1.188 -1.315 4.063
C 0.287 -2.159 3.406
C 0.101 -2.015 2.054
N 0.731 -1.089 1.308
C 1.610 -0.300 1.934
C 1.870 -0.379 3.289
H 2.901 -0.046 5.942
H 3.502 -0.022 8.783
H 2.787 -1.192 10.839
H 1.052 -2.929 10.784
H -0.044 -3.575 8.650
H -0.236 -2.913 3.979
H -0.591 -2.665 1.526
H 2.132 0.422 1.313
H 2.606 0.287 3.720
```

Output
- Orbital gap: 7.34 eV
- Energy above the lowest of the compared OMol25 structures with the same formula, charge and spin: 0.141 eV
- Largest force on an atom: 0.7 eV Å⁻¹
- Net charge: +2
- E_LUMO: -0.173 hartree

No. 5
# C29H43N15OS3

A cluster of 13 separate species, C29H43N15OS3 in total at a distorted geometry (ωB97M-V/def2-TZVPD, the OMol25 dataset).

```
91
Properties=species:S:1:pos:R:3
N 0.397 -1.268 3.166
C 1.038 -0.901 1.875
S 2.692 -0.227 2.446
C 0.106 0.130 1.122
C 0.676 0.039 -0.305
S 2.248 0.918 -0.725
N -0.393 0.717 -1.166
C -0.327 1.911 -1.074
S -0.315 3.401 -0.517
C 0.982 -1.507 -0.471
O 1.103 -2.162 -1.467
N 1.089 -1.982 0.859
H 1.116 -1.182 3.884
H -0.239 -0.489 3.372
H 2.752 1.083 2.054
H -0.014 1.133 1.559
H -0.848 -0.442 1.100
H 2.352 0.732 -2.075
H 1.905 -2.562 1.049
C -1.821 6.846 1.727
C -0.441 6.631 1.307
N 0.644 6.462 0.972
H -2.464 6.022 1.416
H -1.897 6.931 2.812
H -2.228 7.761 1.297
C -3.690 -1.108 2.515
C -3.380 0.210 1.977
N -3.119 1.247 1.562
H -2.877 -1.482 3.140
H -4.593 -1.085 3.127
H -3.853 -1.835 1.719
C 0.265 3.073 4.613
C -0.452 1.814 4.463
N -1.008 0.818 4.344
H 0.901 3.063 5.499
H 0.905 3.271 3.752
H -0.424 3.912 4.711
C -1.653 -1.735 -3.355
C -3.095 -1.944 -3.353
N -4.231 -2.116 -3.348
H -1.215 -1.908 -2.372
H -1.159 -2.407 -4.056
H -1.391 -0.717 -3.645
C -2.985 -4.897 -1.507
C -2.368 -5.272 -0.240
N -1.885 -5.568 0.758
H -2.254 -4.875 -2.316
H -3.767 -5.600 -1.794
H -3.441 -3.909 -1.451
C -1.363 -1.886 7.132
C -0.190 -1.222 6.581
N 0.734 -0.699 6.145
H -1.981 -2.317 6.344
H -1.081 -2.695 7.807
H -1.986 -1.190 7.695
C 0.785 7.567 -2.474
C -0.445 8.259 -2.836
N -1.416 8.803 -3.122
H 1.647 8.232 -2.517
H 0.735 7.166 -1.460
H 0.987 6.732 -3.145
C 6.608 1.180 2.419
C 5.381 1.921 2.158
N 4.414 2.504 1.952
H 7.478 1.837 2.403
H 6.579 0.696 3.396
H 6.768 0.403 1.672
C 0.800 6.849 -7.108
C 1.523 6.544 -5.879
N 2.090 6.304 -4.911
H -0.261 6.622 -7.011
H 0.888 7.903 -7.369
H 1.185 6.270 -7.948
C -0.404 -7.572 3.145
C 0.210 -7.941 4.416
N 0.692 -8.231 5.417
H 0.329 -7.551 2.339
H -1.184 -8.277 2.859
H -0.861 -6.584 3.193
C -2.333 -2.629 -7.338
C -1.473 -3.441 -6.487
N -0.796 -4.079 -5.813
H -2.473 -3.090 -8.316
H -3.320 -2.497 -6.893
H -1.910 -1.637 -7.499
C 2.344 -4.872 -2.990
C 3.504 -5.757 -2.981
N 4.417 -6.453 -2.973
H 2.634 -3.831 -2.848
H 1.804 -4.933 -3.936
H 1.642 -5.125 -2.196
```

Output
- Orbital gap: 8.91 eV
- Largest force on an atom: 2.8 eV Å⁻¹
- Net charge: 0
- E_LUMO: 0.007 hartree